[1]
A molecular structure, C21H45MnOP3Se at a distorted geometry, computed with ωB97M-V/def2-TZVPD.

Positions of all 72 atoms, in Å:
Mn 0.31102 -0.75859 -0.27954
P -1.21157 -2.12167 0.68449
P 1.79925 -0.84008 1.73208
P 1.79410 -1.78955 -1.59162
H -2.92463 2.53945 -4.89995
C -3.13146 1.50472 -5.23364
C -3.20632 0.44354 -4.41473
H -3.08392 0.51541 -3.32617
C -2.46706 -1.29109 1.71177
C -0.72359 -3.54638 1.68323
C -2.06149 -2.76372 -0.79960
C 2.91562 0.61895 1.70515
C 1.06624 -0.72247 3.41489
C 2.95625 -2.26553 1.94109
C 1.22575 -1.70686 -3.33692
C 2.08877 -3.57013 -1.26955
C 3.44252 -1.01072 -1.63763
H -3.33974 1.42121 -6.31717
H -3.51643 -0.53484 -4.81592
H -2.89652 -0.44894 1.15600
H -2.00804 -0.89805 2.63123
H -3.27757 -1.98059 1.98826
H -0.33176 -3.23714 2.66055
H 0.05704 -4.12486 1.17618
H -1.60324 -4.18738 1.82877
H -2.71280 -1.97651 -1.20572
H -2.65608 -3.62925 -0.50045
H -1.34003 -3.06573 -1.57205
H 3.62263 0.55416 2.54270
H 2.31971 1.53561 1.80434
H 3.48890 0.67006 0.77128
H 1.78215 -1.13335 4.14631
H 0.12836 -1.28994 3.49814
H 0.84234 0.32491 3.66446
H 3.51941 -2.11954 2.87268
H 3.67689 -2.33863 1.11782
H 2.40267 -3.21098 2.01824
H 2.04306 -1.93757 -4.03404
H 0.84285 -0.70093 -3.55050
H 0.40152 -2.41301 -3.49841
H 2.67234 -4.01280 -2.08854
H 1.13420 -4.10280 -1.17798
H 2.63380 -3.73702 -0.33450
H 4.06479 -1.45816 -2.42648
H 3.97462 -1.10813 -0.68486
H 3.33120 0.06223 -1.83573
C 0.28476 1.80179 -1.54467
C -0.65251 1.66716 -2.56071
C -0.27168 1.78815 -3.88590
C 1.01164 2.17577 -4.22484
C 1.98350 2.35172 -3.22726
C 1.60287 2.19295 -1.88596
Se -0.47043 1.72871 0.35031
H -1.73863 2.52873 0.40604
H -1.66466 1.46934 -2.26501
H -1.02505 1.62480 -4.65400
H 1.24286 2.39339 -5.25983
H 3.00871 2.64498 -3.51676
H 2.32771 2.43470 -1.09894
C -1.55416 4.04578 3.89312
C -2.88163 3.29167 3.75942
C -2.49651 1.84522 3.39827
O -1.05878 1.73979 3.23906
C -0.45111 3.01359 3.56906
H -1.48225 4.90417 3.21748
H -1.42075 4.38604 4.92173
H -3.51219 3.70373 2.96801
H -3.44389 3.28352 4.69880
H -2.96236 1.52000 2.44678
H -2.80318 1.12424 4.18194
H 0.17727 3.31763 2.70864
H 0.20464 2.86515 4.44735

Atomic forces in eV per Å
-0.2 3.4 0.8
-2.2 -1.2 0.4
1.6 0.5 1.0
2.3 -1.9 -2.1
-0.1 -0.7 0.0
-0.5 -0.1 0.0
-0.5 0.3 -0.7
-0.1 0.0 -0.5
-0.1 0.3 0.0
0.5 -0.3 -0.1
-0.1 -0.1 0.2
0.0 -0.1 -0.1
-0.5 0.0 0.0
-0.2 0.0 -0.3
-0.6 0.2 0.3
-0.3 0.0 0.4
0.1 0.4 0.3
0.2 -0.1 0.8
0.3 0.5 0.3
0.1 -0.2 0.1
-0.1 -0.1 -0.3
0.3 0.0 -0.1
-0.2 -0.1 -0.2
-0.2 0.0 0.1
0.2 0.1 0.0
0.1 -0.3 0.1
-0.1 0.0 -0.2
-0.2 0.0 0.2
-0.2 0.0 -0.1
0.1 -0.2 0.0
-0.1 0.0 0.2
-0.2 0.2 -0.4
0.3 0.2 0.0
0.0 -0.3 -0.2
-0.2 0.1 -0.2
-0.2 0.0 0.2
0.1 0.2 0.0
-0.1 0.0 0.3
0.2 -0.1 0.0
0.2 0.1 0.0
-0.2 0.2 0.1
0.1 0.1 -0.2
0.0 0.2 -0.2
-0.3 0.0 0.1
-0.2 -0.1 -0.2
0.0 -0.2 -0.1
-0.5 0.4 0.8
0.0 -0.6 -0.2
-0.6 0.2 -0.2
0.5 0.1 0.3
-0.2 0.0 0.3
0.8 0.0 0.5
1.8 0.1 -0.3
0.3 -0.6 -0.7
-0.4 -0.1 -0.3
0.4 0.1 0.2
0.1 -0.2 0.0
-0.7 -0.1 0.4
-0.3 -0.2 -0.3
0.4 -0.2 0.0
0.0 -0.5 -0.2
-0.3 -0.6 0.1
-0.5 0.7 -0.3
0.5 0.1 0.3
-0.1 -0.1 0.2
0.0 0.2 -0.2
0.0 0.1 0.2
0.1 0.2 -0.3
0.1 0.1 0.4
0.1 0.4 -0.4
-0.2 -0.1 0.4
-0.2 0.0 -0.4

⟨S²⟩: 6.32
Charge: +3
2S+1: 5
Orbital gap (spin up / spin down) (eV): 4.0 / 6.5
Lowest unoccupied orbital energy (spin up / spin down) (eV): -12.9 / -10.4
Max |F| (eV Å⁻¹): 3.6
E (eV): -149058.872
Energy relative to the best compared isomer or geometry (same formula, charge and spin) (kcal/mol): 0.00
HOMO (spin up / spin down) (Eh): -0.6219 / -0.6219

[2]
11 unconnected molecules or ions with the total composition C26H50Cl20F2N3O2 at a distorted geometry, computed with ωB97M-V/def2-TZVPD.

Positions of all 103 atoms, in Å:
O 1.87254 -4.06666 1.62152
C 1.91357 -3.70713 0.50569
F 2.37036 -4.45062 -0.48318
N 1.40522 -2.43069 0.09943
C 2.18542 -1.72228 -0.88949
O 2.50569 -2.13145 -1.95080
F 2.50797 -0.52478 -0.42375
N -0.02143 -2.45675 -0.19904
C -0.61112 -3.81054 -0.35536
C -2.09014 -3.62032 -0.84598
N -2.59305 -2.27148 -0.71365
C -2.24010 -1.58905 0.51200
C -0.74781 -1.74726 0.91383
H -0.16096 -1.95739 -1.08780
H -0.08509 -4.39539 -1.10352
H -0.62643 -4.31980 0.60291
H -2.15583 -3.89476 -1.89547
H -2.71103 -4.32576 -0.29656
H -2.36800 -1.70948 -1.52483
H -2.84013 -1.90998 1.36125
H -2.42603 -0.53147 0.34834
H -0.22647 -0.80507 1.05096
H -0.66104 -2.33815 1.82202
Cl 1.88331 1.26288 -4.75835
C 1.74343 -0.48374 -5.08220
C 0.35497 -0.86204 -5.51725
Cl -0.82959 -0.65921 -4.19318
H 2.03656 -1.01530 -4.18128
H 2.45350 -0.72600 -5.87094
H 0.33253 -1.90730 -5.81893
H 0.01852 -0.25211 -6.35089
Cl -1.21713 -1.58888 4.14748
C -0.96609 -3.16086 4.97281
C -2.22915 -3.98144 5.00019
Cl -3.47827 -3.23969 6.01917
H -0.60553 -2.94399 5.97397
H -0.18616 -3.69371 4.42936
H -2.01336 -4.96855 5.40546
H -2.64651 -4.09991 4.00235
Cl -5.79010 0.14251 4.14144
C -5.95705 0.80540 5.79180
C -5.43099 -0.13928 6.83931
Cl -6.43814 -1.60288 6.99799
H -7.00700 1.03430 5.95245
H -5.38747 1.73242 5.81978
H -5.42719 0.35090 7.81042
H -4.41643 -0.45674 6.61050
Cl 6.59052 4.85721 -6.84686
C 4.94151 4.78953 -6.17791
C 4.53066 3.39116 -5.80502
Cl 4.30501 2.34514 -7.23296
H 4.26459 5.21797 -6.91285
H 4.93549 5.41733 -5.29089
H 3.57686 3.42244 -5.28293
H 5.26729 2.92087 -5.15862
Cl -4.21989 2.19530 10.66265
C -5.46622 1.02793 11.17654
C -4.88571 -0.32704 11.48594
Cl -4.26716 -1.13569 10.02228
H -6.20829 0.96616 10.38459
H -5.94053 1.43540 12.06718
H -5.66139 -0.96684 11.90252
H -4.06820 -0.25974 12.19833
Cl 1.28327 -9.20671 3.44262
C 1.94665 -8.87769 1.82436
C 1.61840 -7.48325 1.35935
Cl -0.13155 -7.28748 1.03846
H 1.55554 -9.62759 1.14201
H 3.02707 -8.99234 1.88873
H 2.13987 -7.27217 0.42726
H 1.90598 -6.74084 2.09804
Cl 7.62636 -2.92172 -5.03965
C 6.49776 -1.67550 -4.45814
C 5.29769 -2.27847 -3.77446
Cl 4.24321 -3.15011 -4.92066
H 6.20395 -1.06493 -5.30841
H 7.04312 -1.05205 -3.75160
H 4.69646 -1.48983 -3.32462
H 5.59398 -2.97948 -2.99818
Cl 6.32642 7.19118 -3.78361
C 5.12507 8.41198 -3.28871
C 3.95407 7.80288 -2.56221
Cl 2.93579 6.79684 -3.63186
H 4.80776 8.94568 -4.18052
H 5.63538 9.10995 -2.62772
H 3.31600 8.59317 -2.17162
H 4.28270 7.17804 -1.73643
Cl -0.77921 1.08878 -1.14142
C -1.44853 2.56870 -1.89948
C -2.75296 2.96615 -1.26752
Cl -4.03097 1.76959 -1.62389
H -1.55889 2.36752 -2.96179
H -0.70661 3.35109 -1.77145
H -3.07796 3.91615 -1.67242
H -2.67179 3.05401 -0.18659
Cl -2.23615 4.91719 -4.96199
C -2.88806 6.39520 -4.20488
C -1.87206 7.06216 -3.31547
Cl -1.50945 6.06179 -1.88144
H -3.78020 6.11650 -3.65015
H -3.17380 7.07210 -5.00744
H -2.25857 8.01404 -2.95721
H -0.93580 7.23844 -3.83785

Atomic forces in eV per Å
0.0 -0.2 0.2
-0.3 -0.2 0.4
0.3 0.1 -0.2
0.2 0.0 -0.5
0.2 0.2 -0.5
-0.2 0.3 0.5
-0.2 -0.5 -0.2
0.3 0.0 0.7
-1.1 -0.5 -0.6
0.0 0.1 -0.1
0.4 -0.1 0.0
0.2 0.4 0.0
-0.4 0.2 -0.3
-0.1 0.1 0.0
0.4 0.1 0.1
0.4 0.1 0.1
0.0 0.0 -0.1
0.0 0.0 0.1
-0.2 0.1 0.0
-0.2 -0.1 -0.1
-0.2 0.0 0.1
-0.1 0.1 0.1
0.4 -0.1 -0.2
-0.1 0.0 0.2
0.1 0.0 0.0
0.1 -0.1 -0.2
-0.1 -0.1 0.1
0.0 0.0 0.0
0.0 0.0 0.0
0.0 0.0 0.1
-0.1 0.1 0.1
0.0 0.0 0.2
0.1 -0.1 0.0
0.0 0.0 0.0
-0.1 0.0 0.0
-0.1 0.1 0.0
0.0 0.0 0.0
0.0 0.0 0.0
0.0 0.0 0.0
0.0 0.0 0.0
0.0 0.1 0.0
0.0 0.0 0.0
0.0 0.0 0.0
0.0 -0.1 0.0
0.0 0.0 0.0
0.0 0.0 0.0
0.0 0.0 0.0
0.0 0.0 0.0
0.0 0.1 0.0
0.0 0.0 0.1
0.1 -0.1 0.0
0.0 0.0 -0.1
0.0 0.0 0.0
0.0 0.0 0.0
0.0 0.0 0.0
0.0 0.0 0.0
-0.1 0.0 0.0
0.0 0.0 0.1
0.0 0.0 0.0
0.0 0.0 0.0
0.0 0.0 0.0
0.0 0.0 0.0
0.0 0.0 0.0
0.0 0.0 0.0
0.0 -0.1 0.0
0.2 0.0 0.0
0.0 0.2 0.0
0.0 0.0 0.0
0.0 0.0 0.0
0.0 0.0 0.0
-0.1 0.0 0.0
0.0 0.0 0.0
0.1 0.0 0.0
0.0 0.1 0.1
0.0 0.0 0.0
0.0 0.0 0.0
0.0 0.0 0.0
0.0 0.0 0.0
0.0 -0.1 -0.1
0.0 0.0 0.0
0.0 0.1 0.0
0.0 0.1 0.1
0.0 0.0 0.0
0.0 0.0 0.0
0.0 0.0 0.0
0.0 0.0 0.0
0.0 -0.1 0.0
0.2 -0.2 0.2
0.0 0.2 -0.3
-0.1 -0.2 0.1
0.0 0.0 0.1
0.0 -0.1 0.0
0.1 0.0 0.1
0.0 0.0 -0.1
0.0 0.0 0.0
0.0 0.0 0.0
-0.1 0.0 0.0
0.0 0.1 -0.1
0.1 0.2 0.1
0.0 0.0 0.0
0.0 0.0 0.0
0.0 0.0 0.1
0.0 -0.1 0.0

Charge: +1
Orbital gap (eV): 8.0
Lowest unoccupied orbital energy (eV): -3.8
Max |F| (eV Å⁻¹): 1.3
E (eV): -292216.641
HOMO (Eh): -0.4367